{"formula": "CH7OS2", "method": "the ωB97M-V functional and the def2-TZVPD basis", "e_tot_ev": -24866.30469, "gap_ha": [0.363, 0.232], "spin_multiplicity": 2, "s_squared": 0.75, "e_lumo_ev": [0.6, -2.9], "symbols": ["O", "H", "H", "H", "C", "S", "S", "H", "H", "H", "H"], "xyz": [[1.83063, -2.05188, -2.38573], [-1.10004, -1.00106, 0.40592], [1.84635, -0.39816, 0.58987], [2.38459, -1.91972, -3.15885], [-1.50085, 1.47120, 1.39330], [-2.06248, -0.23435, 0.90767], [0.94701, 0.04723, -0.29084], [-2.22626, 1.91251, 2.06845], [-1.39489, 2.02952, 0.46829], [-0.57646, 1.33056, 1.94559], [1.85240, -1.18586, -1.94368]], "forces_ev_per_a": [[0.2396, 0.3099, -0.0762], [0.9074, 0.4717, 0.0255], [0.0961, -0.1416, 0.1798], [0.0504, -0.1947, -0.1791], [0.8018, -1.3037, -0.4980], [-2.0185, 0.3270, 0.7123], [0.1788, 0.5392, -0.0780], [-0.3725, -0.2916, -0.1697], [0.2060, 0.2887, 0.3106], [0.1289, 0.4493, -0.1902], [-0.2180, -0.4542, -0.0370]]}


{"formula": "C7H14FePS", "method": "the ωB97M-V functional and the def2-TZVPD basis", "e_tot_ev": -61991.96005, "gap_ha": [0.134, 0.199], "spin_multiplicity": 5, "s_squared": 6.03, "total_charge": -1, "e_lumo_ev": [3.0, 2.8], "symbols": ["C", "C", "C", "C", "C", "Fe", "P", "H", "H", "H", "H", "H", "H", "H", "H", "C", "S", "C", "H", "H", "H", "H", "H", "H"], "xyz": [[-0.08678, 0.17765, -2.19368], [-0.93948, -0.64245, -2.97938], [-0.57482, -2.00155, -2.71318], [0.62576, -2.01618, -1.94235], [0.89579, -0.68357, -1.56173], [-0.03229, 1.35964, 1.06486], [-0.36240, 3.35859, 0.13307], [-0.09023, 1.26862, -2.14335], [-1.76176, -0.32045, -3.60403], [-1.07282, -2.88200, -3.13663], [1.73038, -0.32985, -0.94833], [1.18765, -2.91428, -1.67009], [-1.51051, 3.98371, 0.74059], [-0.75304, 3.38990, -1.23349], [0.57589, 4.42715, 0.24045], [0.51467, -1.92428, 1.79733], [-0.71624, -0.60182, 1.74184], [-0.06106, 0.52962, 3.01686], [0.85685, -2.14334, 0.77329], [0.00662, -2.78849, 2.24319], [1.32388, -1.56130, 2.44198], [-0.88022, 0.80184, 3.70012], [0.73351, -0.00234, 3.55881], [0.39065, 1.51519, 2.67383]], "forces_ev_per_a": [[0.7997, -0.8045, 0.0624], [0.4006, -0.7629, 1.3219], [0.4211, 0.3957, -0.7905], [-0.9715, 0.2433, 0.2253], [-0.4323, 0.7574, -0.5539], [0.6379, 0.7010, -2.4979], [-0.2279, -0.3742, 0.4619], [0.0382, -0.3264, -0.0751], [-0.0774, 0.0365, 0.0886], [0.2596, 0.3300, 0.0879], [-0.2453, -0.1212, -0.2501], [-0.1757, 0.3186, 0.0185], [0.3163, 0.5390, -0.3756], [0.2147, 0.2856, 0.3424], [-0.5343, -0.0182, -0.2831], [0.0664, -0.3523, -0.0726], [-0.3097, -0.4348, 0.4654], [-0.7945, -0.8268, 1.3210], [-0.1319, 0.1600, 0.3985], [0.3675, 0.0111, -0.0927], [-0.0482, -0.3293, -0.3432], [0.2750, -0.2385, 0.0429], [-0.3019, 0.4693, -0.0997], [0.4537, 0.3417, 0.5976]]}


{"formula": "C5H8O", "method": "the ωB97M-V functional and the def2-TZVPD basis", "e_tot_ev": -7360.08961, "gap_ha": 0.359, "spin_multiplicity": 1, "e_lumo_ev": 1.0, "symbols": ["O", "C", "C", "C", "C", "C", "H", "H", "H", "H", "H", "H", "H", "H"], "xyz": [[-1.93920, -0.04817, -0.76221], [-0.62551, 0.18524, -0.37047], [0.55006, 0.01482, -1.27786], [0.35424, -0.91500, -0.10553], [0.83975, -0.19375, 1.16034], [-0.31844, 0.83626, 0.96886], [-1.95592, -0.26104, -1.70166], [0.35224, -0.39338, -2.26702], [1.39412, 0.70606, -1.25380], [-0.06013, -1.90684, -0.22471], [0.80608, -0.75512, 2.09786], [1.84678, 0.22654, 1.05452], [-1.13264, 0.59140, 1.65686], [-0.11142, 1.91299, 1.02482]], "forces_ev_per_a": [[-0.1620, 0.3142, -0.2328], [0.0973, 0.1086, 0.1107], [-0.0046, 0.0676, -0.1408], [-0.1674, -0.1925, 0.1023], [0.1262, -0.0401, 0.0929], [-0.0983, 0.1213, 0.0461], [-0.0255, 0.1246, 0.0904], [-0.0895, 0.0324, 0.1932], [-0.2195, -0.0854, 0.0003], [0.7390, -0.3108, 0.1006], [-0.1298, 0.0566, -0.2140], [-0.1499, -0.0895, 0.0141], [0.0777, 0.1044, -0.0594], [0.0063, -0.2113, -0.1035]]}


{"formula": "C38H31ClO16S", "method": "the ωB97M-V functional and the def2-TZVPD basis", "e_tot_ev": -96020.85419, "gap_ha": 0.303, "spin_multiplicity": 1, "e_lumo_ev": -1.9, "symbols": ["C", "C", "O", "O", "C", "O", "C", "C", "C", "C", "Cl", "C", "S", "O", "O", "O", "H", "H", "H", "H", "H", "H", "H", "H", "H", "H", "H", "C", "C", "C", "O", "C", "C", "C", "O", "H", "H", "H", "H", "C", "C", "C", "O", "C", "C", "C", "O", "H", "H", "H", "H", "C", "C", "C", "O", "C", "C", "C", "O", "H", "H", "H", "H", "C", "C", "C", "O", "C", "C", "C", "O", "H", "H", "H", "H", "C", "C", "C", "O", "C", "C", "C", "O", "H", "H", "H", "H"], "xyz": [[2.02796, -0.05770, 4.27982], [1.23085, 0.30434, 3.06166], [0.90870, -0.45446, 2.20370], [0.86532, 1.64200, 3.02912], [-0.47419, 2.00210, 3.04721], [-0.77124, 3.00791, 3.60691], [-1.44749, 1.08201, 2.35843], [-2.05449, 0.06850, 3.33222], [-2.02964, -1.36614, 2.82689], [-2.43763, -2.33586, 3.92551], [-1.18355, -2.42462, 5.20896], [-3.80881, -1.97451, 4.51586], [-4.07376, -0.25218, 4.86392], [-5.46759, 0.02863, 4.79953], [-3.29277, 0.10052, 6.00706], [-3.44004, 0.43194, 3.57268], [1.38120, -0.64263, 4.94052], [2.85065, -0.70420, 3.97093], [2.41242, 0.81878, 4.79396], [-2.23185, 1.72106, 1.94983], [-0.97474, 0.55616, 1.53050], [-1.53311, 0.11541, 4.29568], [-1.05614, -1.62232, 2.40766], [-2.77973, -1.45290, 2.02988], [-2.53192, -3.34571, 3.53495], [-3.96638, -2.48882, 5.46608], [-4.58670, -2.29028, 3.81672], [2.79558, 7.55320, 1.51712], [2.35900, 6.53744, 0.77834], [1.50702, 5.47126, 1.36503], [1.11047, 4.54404, 0.69004], [1.15989, 5.58061, 2.80356], [1.59740, 6.59794, 3.54141], [2.44860, 7.66450, 2.95865], [2.84933, 8.59305, 3.62695], [3.41805, 8.34343, 1.11679], [2.59728, 6.43318, -0.27264], [0.53941, 4.78939, 3.20444], [1.35829, 6.70041, 4.59232], [1.14670, -2.92088, -1.13000], [0.45005, -2.74078, -0.00996], [-0.50609, -3.76894, 0.47168], [-1.15925, -3.59772, 1.48091], [-0.64848, -5.01360, -0.32643], [0.05096, -5.19596, -1.44264], [0.99830, -4.16156, -1.93238], [1.63142, -4.32709, -2.95493], [1.85331, -2.18745, -1.50460], [0.53585, -1.85728, 0.60927], [-1.34922, -5.74673, 0.05267], [-0.03286, -6.09011, -2.04736], [-5.76499, -5.80439, 2.70718], [-6.89303, -6.43038, 3.03021], [-7.02206, -7.17480, 4.31076], [-8.04748, -7.74777, 4.60302], [-5.84381, -7.18965, 5.21668], [-4.71628, -6.56304, 4.89255], [-4.59183, -5.82144, 3.61434], [-3.56320, -5.24426, 3.32300], [-5.64404, -5.25712, 1.78079], [-7.76495, -6.43352, 2.38869], [-5.96348, -7.73694, 6.14292], [-3.84318, -6.55828, 5.53278], [1.16587, -1.39635, -5.90688], [1.60269, -1.43445, -4.65148], [2.63321, -0.48432, -4.16422], [3.01679, -0.52031, -3.01218], [3.16686, 0.50795, -5.12828], [2.73093, 0.54590, -6.38416], [1.69670, -0.40134, -6.87327], [1.29936, -0.36179, -8.01836], [0.41610, -2.07883, -6.28654], [1.24796, -2.15261, -3.92640], [3.92206, 1.18963, -4.75807], [3.11228, 1.25740, -7.10319], [4.38816, 5.04810, -6.78855], [4.23342, 6.21488, -7.40747], [4.51481, 6.36043, -8.85956], [4.37623, 7.42346, -9.42259], [4.97289, 5.15215, -9.59315], [5.12735, 3.98561, -8.97349], [4.84616, 3.84319, -7.52366], [4.98353, 2.77703, -6.95918], [4.19022, 4.91491, -5.73249], [3.89961, 7.10883, -6.89634], [5.16924, 5.28380, -10.64950], [5.45912, 3.09062, -9.48425]], "forces_ev_per_a": [[0.2557, -0.0061, -0.2393], [0.0385, 0.2720, 0.2992], [0.1561, -0.3189, -0.2834], [0.0903, -0.0914, 0.5614], [-0.0750, -0.0687, -0.2792], [-0.0021, 0.1446, -0.0539], [-0.3056, 0.0449, -0.3807], [0.2577, -0.2221, 0.1190], [-0.1003, 0.3281, 0.0689], [-0.3451, 0.1014, -0.1409], [0.0685, 0.0277, 0.0076], [0.1031, -0.3564, 0.0880], [0.0707, -0.0226, -0.0141], [-0.0161, 0.0492, 0.0444], [-0.0325, 0.0347, -0.0230], [0.0045, 0.0245, 0.0676], [-0.0062, 0.1158, -0.0241], [-0.0738, 0.0038, 0.0520], [-0.1053, -0.0254, 0.0146], [-0.0340, -0.0607, 0.1541], [-0.0169, 0.1453, 0.1094], [-0.0532, 0.0552, -0.0263], [-0.3087, 0.0682, 0.3135], [0.1739, 0.0023, -0.0463], [0.2112, 0.1122, -0.0080], [-0.0323, 0.0334, -0.0657], [0.0272, 0.1650, -0.0020], [-0.0043, -0.0111, -0.0133], [0.0087, 0.0107, 0.0040], [-0.0116, -0.0162, 0.0006], [0.0054, 0.0038, 0.0026], [0.0017, -0.0020, 0.0270], [0.0135, 0.0055, -0.0295], [-0.0004, 0.0014, 0.0044], [-0.0010, -0.0104, -0.0068], [-0.0008, 0.0082, 0.0150], [-0.0086, -0.0124, -0.0006], [-0.0040, 0.0069, 0.0130], [0.0037, 0.0107, -0.0008], [0.0334, 0.0269, 0.0359], [-0.0846, -0.0620, 0.0232], [-0.0086, -0.0670, -0.0654], [0.1363, -0.3699, -0.2441], [0.0004, 0.0037, -0.0208], [-0.0145, 0.0013, 0.0083], [0.0699, 0.0048, 0.0382], [-0.0809, -0.0279, 0.0103], [-0.0053, -0.0034, -0.0143], [0.0797, -0.0226, -0.0934], [-0.0012, 0.0090, 0.0262], [0.0160, 0.0044, -0.0083], [-0.0214, -0.0138, -0.0008], [0.0089, 0.0080, -0.0038], [-0.0004, 0.0010, 0.0023], [0.0111, 0.0033, -0.0057], [0.0095, 0.0066, 0.0005], [-0.0253, -0.0218, 0.0105], [0.0528, 0.0054, 0.0188], [-0.1175, -0.0500, -0.0090], [0.0140, 0.0063, 0.0032], [-0.0095, -0.0079, 0.0125], [-0.0160, -0.0025, -0.0034], [0.0087, 0.0104, -0.0111], [0.0169, 0.0064, 0.0119], [-0.0157, 0.0452, -0.0300], [-0.0150, 0.0105, 0.0175], [-0.0142, 0.0061, 0.0082], [0.0237, 0.0073, 0.0116], [-0.0222, -0.0344, -0.0024], [-0.0102, 0.0147, -0.0010], [0.0057, -0.0018, 0.0202], [0.0038, 0.0042, -0.0127], [0.0039, -0.0513, -0.0506], [0.0108, -0.0081, -0.0089], [0.0068, -0.0148, -0.0157], [-0.0015, 0.0142, -0.0015], [-0.0004, -0.0127, 0.0078], [-0.0006, 0.0067, -0.0023], [0.0028, -0.0139, 0.0076], [0.0022, -0.0132, 0.0026], [0.0019, 0.0124, -0.0101], [0.0210, 0.0010, 0.0039], [-0.0267, 0.0272, 0.0071], [0.0041, -0.0131, -0.0012], [0.0006, 0.0076, -0.0141], [-0.0047, 0.0142, 0.0012], [-0.0014, -0.0074, 0.0131]]}


{"formula": "CF4N2O", "method": "the ωB97M-V functional and the def2-TZVPD basis", "e_tot_ev": -16926.24788, "gap_ha": 0.421, "spin_multiplicity": 1, "e_lumo_ev": -0.1, "symbols": ["C", "N", "N", "O", "F", "F", "F", "F"], "xyz": [[0.03861, 0.54966, -0.17885], [0.06164, -0.56886, -1.03943], [-0.08975, 0.16253, 1.17218], [0.11720, 1.67674, -0.54629], [-0.70181, -1.64081, -0.66344], [-0.32787, -0.26426, -2.30657], [0.51216, -1.01368, 1.52740], [0.38983, 1.09867, 2.03500]], "forces_ev_per_a": [[0.0407, 0.6313, -0.2077], [0.8803, -1.0164, -0.6920], [-0.9749, -0.2798, 1.1201], [-0.0176, -0.2889, 0.0962], [-0.1843, 0.5062, 0.0633], [-0.1860, 0.2423, 0.5027], [0.2514, 0.3344, -0.3362], [0.1903, -0.1293, -0.5466]]}